(1)
C24H66AsF6N6O10SSr | ωB97M-V/def2-TZVPD

Results
gap between HOMO and LUMO	6.4	eV
HOMO energy	-0.1603	Ha
LUMO level	2.016	eV
charge	-1
largest force on an atom	7.101	eV Å⁻¹
multiplicity	1

```
115
C24H66AsF6N6O10SSr, DFT ωB97M-V/def2-TZVPD
Sr -13.19 6.46 -17.57
S -10.94 7.73 -19.19
O -10.92 6.46 -18.50
O -10.69 7.58 -20.60
O -12.25 8.33 -18.92
O -9.87 8.65 -18.69
As -16.86 4.38 -17.50
F -18.24 3.22 -17.73
F -17.12 5.11 -19.15
F -15.51 5.49 -17.37
F -16.58 3.79 -15.88
F -15.69 3.19 -18.10
F -17.97 5.64 -16.93
C -9.50 6.68 -14.59
C -10.65 6.11 -15.47
C -11.38 4.89 -14.85
O -12.39 4.43 -15.73
C -13.21 3.42 -15.12
N -11.57 7.30 -15.71
H -9.00 5.86 -14.08
H -9.94 7.39 -13.88
H -8.74 7.17 -15.19
H -10.21 5.75 -16.40
H -11.73 5.34 -13.92
H -10.64 4.15 -14.55
H -12.70 2.46 -15.20
H -14.08 3.28 -15.77
H -13.43 3.43 -14.05
H -11.68 7.58 -14.74
H -10.95 8.01 -16.07
C -14.78 10.82 -16.28
C -14.27 9.35 -16.18
C -14.85 8.58 -14.96
O -14.20 7.29 -14.92
C -14.55 6.46 -13.88
N -14.53 8.66 -17.45
H -14.45 11.24 -17.23
H -14.33 11.53 -15.58
H -15.85 10.70 -16.14
H -13.19 9.41 -16.13
H -15.94 8.61 -15.00
H -14.51 9.02 -14.03
H -14.37 5.40 -14.00
H -15.64 6.38 -13.79
H -14.10 6.80 -12.94
H -14.01 9.11 -18.19
H -15.48 8.89 -17.71
C -7.12 3.38 -18.89
C -8.71 3.80 -18.98
C -9.51 3.36 -17.71
O -9.63 1.93 -17.69
C -10.67 1.49 -16.80
N -8.81 5.18 -19.30
H -6.88 2.33 -19.07
H -6.76 3.46 -17.86
H -6.42 4.04 -19.40
H -9.17 3.27 -19.82
H -10.46 3.86 -17.90
H -9.32 3.85 -16.76
H -10.69 0.40 -16.73
H -11.60 1.92 -17.16
H -10.40 1.79 -15.79
H -8.17 5.59 -18.63
H -9.70 5.62 -19.06
C -12.52 2.92 -20.68
C -12.85 4.31 -19.96
C -13.98 5.15 -20.62
O -13.95 6.44 -20.11
C -14.91 7.49 -20.60
N -13.28 4.11 -18.56
H -13.21 2.12 -20.43
H -11.52 2.57 -20.42
H -12.53 3.05 -21.76
H -11.96 4.92 -20.10
H -14.94 4.66 -20.48
H -13.88 5.24 -21.70
H -14.95 8.39 -19.99
H -15.94 7.12 -20.58
H -14.77 7.84 -21.62
H -12.84 3.24 -18.29
H -14.16 3.62 -18.68
C -18.77 9.67 -19.72
C -18.08 9.53 -18.45
C -18.88 9.76 -17.15
O -19.58 11.05 -17.15
C -20.87 10.93 -16.57
N -17.37 8.29 -18.56
H -19.61 8.99 -19.86
H -18.10 9.59 -20.58
H -19.27 10.61 -19.96
H -17.31 10.30 -18.34
H -18.20 9.71 -16.31
H -19.53 8.89 -17.13
H -21.38 11.89 -16.53
H -20.78 10.53 -15.56
H -21.38 10.20 -17.20
H -17.56 7.77 -17.72
H -17.85 7.86 -19.33
C -11.17 13.12 -17.61
C -11.80 11.97 -18.37
C -12.96 12.48 -19.36
O -13.24 11.33 -20.07
C -14.44 11.34 -20.80
N -10.71 11.29 -19.16
H -10.62 13.79 -18.27
H -10.49 12.75 -16.84
H -11.90 13.75 -17.11
H -12.19 11.23 -17.67
H -12.67 13.34 -19.97
H -13.81 12.79 -18.76
H -15.27 11.62 -20.15
H -14.84 10.42 -21.23
H -14.45 12.01 -21.67
H -10.37 11.98 -19.81
H -11.28 10.79 -19.83
```

Atom charges from the Löwdin analysis, given in e for atoms 1 to 5: atom 1 (Sr): 1.49, atom 2 (S): 0.15, atom 3 (O): -0.52, atom 4 (O): -0.35, atom 5 (O): -0.48

(2)
C24H66O9 | ωB97M-V/def2-TZVPD

Results
gap between HOMO and LUMO	9.4	eV
HOMO energy	-0.3434	Ha
LUMO level	0.087	eV
largest force on an atom	2.131	eV Å⁻¹
multiplicity	1
relative energy (zero: lowest compared OMol25 entry of this formula, charge and spin)	23.8	kcal per mole

```
99
C24H66O9, DFT ωB97M-V/def2-TZVPD
C 4.84 -2.80 4.71
C 4.35 -2.60 3.27
C 2.84 -2.90 3.22
O 4.64 -1.30 2.83
H 4.36 -2.07 5.37
H 5.91 -2.56 4.78
H 4.76 -3.83 5.04
H 4.79 -3.36 2.63
H 2.40 -2.72 2.23
H 2.32 -2.13 3.81
H 2.59 -3.90 3.55
H 4.24 -0.67 3.44
C 0.27 4.92 0.99
C 1.74 5.12 1.30
C 2.64 4.57 0.20
O 2.00 6.52 1.47
H 0.11 5.41 0.03
H -0.41 5.33 1.73
H 0.07 3.85 0.99
H 1.95 4.66 2.27
H 2.33 4.93 -0.78
H 2.53 3.48 0.11
H 3.68 4.80 0.41
H 2.09 6.92 0.60
C 0.04 -1.24 1.41
C -1.03 -0.46 0.68
C -0.47 0.85 0.15
O -1.50 -1.18 -0.48
H 0.22 -0.79 2.39
H 0.98 -1.25 0.84
H -0.12 -2.31 1.61
H -1.90 -0.35 1.34
H 0.30 0.60 -0.58
H 0.02 1.36 0.98
H -1.25 1.41 -0.34
H -1.77 -2.08 -0.24
C -0.51 -2.30 -3.76
C -0.06 -0.85 -3.59
C 0.47 -0.18 -4.84
O -1.11 -0.03 -3.05
H -0.66 -2.85 -2.83
H 0.25 -2.82 -4.35
H -1.49 -2.36 -4.25
H 0.71 -0.86 -2.81
H 1.53 -0.35 -5.04
H 0.50 0.90 -4.67
H -0.17 -0.41 -5.69
H -1.21 -0.30 -2.12
C -5.25 -1.44 -0.13
C -5.56 -1.50 -1.61
C -4.53 -2.22 -2.45
O -6.83 -2.19 -1.68
H -4.28 -0.98 0.04
H -5.24 -2.45 0.30
H -6.01 -0.88 0.42
H -5.79 -0.49 -1.99
H -3.71 -1.54 -2.70
H -4.91 -2.50 -3.44
H -4.08 -3.12 -2.04
H -7.20 -2.13 -2.56
C -1.75 3.48 -2.93
C -2.60 3.19 -4.15
C -2.52 4.23 -5.25
O -2.20 1.94 -4.77
H -1.91 4.54 -2.68
H -0.71 3.23 -3.08
H -2.15 2.96 -2.06
H -3.65 3.05 -3.87
H -2.94 3.89 -6.20
H -1.49 4.54 -5.47
H -3.15 5.09 -5.02
H -1.96 1.32 -4.06
C 1.94 -3.54 -0.91
C 2.98 -4.26 -1.74
C 4.33 -4.35 -1.01
O 2.53 -5.62 -1.90
H 2.43 -2.95 -0.13
H 1.17 -4.17 -0.49
H 1.39 -2.83 -1.54
H 3.22 -3.77 -2.69
H 4.27 -4.93 -0.09
H 4.77 -3.36 -0.83
H 5.09 -4.78 -1.68
H 3.00 -6.00 -2.65
C -0.40 2.40 6.55
C 0.54 2.58 5.37
C 0.01 2.21 4.01
O 0.90 3.97 5.33
H 0.11 2.52 7.51
H -0.84 1.40 6.63
H -1.21 3.13 6.56
H 1.43 1.95 5.51
H -0.91 2.79 3.82
H -0.24 1.15 3.98
H 0.69 2.48 3.20
H 1.23 4.24 6.19
O -2.41 -3.77 0.89
H -2.42 -3.68 1.85
H -1.99 -4.62 0.72
```

Atom charges from the Löwdin analysis, given in e for atoms 1 to 5: atom 1 (C): -0.06, atom 2 (C): -0.50, atom 3 (C): -0.06, atom 4 (O): -0.04, atom 5 (H): 0.08

(3)
C24H67F3N11O11S | ωB97M-V/def2-TZVPD

Results
gap between HOMO and LUMO	8.8	eV
HOMO energy	-0.2465	Ha
LUMO level	2.066	eV
charge	-1
largest force on an atom	3.935	eV Å⁻¹
multiplicity	1
relative energy (zero: lowest compared OMol25 entry of this formula, charge and spin)	16.5	kcal per mole

```
117
C24H67F3N11O11S, DFT ωB97M-V/def2-TZVPD
C -0.45 -0.29 -2.00
F 0.45 0.56 -2.54
F -1.66 0.15 -2.32
F -0.20 -1.49 -2.48
S -0.26 -0.19 -0.17
O 1.09 -0.61 0.28
O -0.54 1.15 0.25
O -1.24 -1.15 0.32
C -5.42 -0.09 -4.82
O -6.28 0.70 -5.18
N -5.01 -0.14 -3.53
N -4.76 -0.96 -5.65
H -4.20 -0.61 -3.17
H -5.41 0.68 -3.10
H -5.16 -1.15 -6.55
H -4.14 -1.67 -5.32
C -1.74 -2.95 3.30
O -2.10 -3.54 4.31
N -2.62 -2.62 2.30
N -0.45 -2.65 3.02
H -3.58 -2.87 2.43
H -2.32 -1.85 1.71
H -0.21 -2.21 2.14
H 0.32 -2.76 3.66
C 2.93 1.32 2.63
O 3.81 1.78 3.37
N 2.02 2.13 2.02
N 2.87 0.04 2.23
H 1.99 3.10 2.27
H 1.18 1.76 1.61
H 2.10 -0.34 1.66
H 3.61 -0.61 2.42
C -0.71 4.78 -1.09
C -1.80 4.67 0.01
C -3.19 4.16 -0.45
O -3.61 4.92 -1.57
C -4.83 4.48 -2.14
N -1.28 3.77 1.04
H 0.06 5.45 -0.71
H -1.14 4.97 -2.07
H -0.30 3.77 -1.23
H -1.88 5.67 0.44
H -3.95 4.24 0.33
H -3.00 3.09 -0.64
H -5.52 5.33 -2.22
H -5.37 3.81 -1.47
H -4.68 4.04 -3.12
H -1.02 2.92 0.56
H -1.95 3.50 1.77
C 6.73 -3.56 -0.19
C 5.83 -2.41 -0.65
C 4.33 -2.59 -0.39
O 3.75 -3.25 -1.49
C 2.35 -3.11 -1.39
N 6.41 -1.20 -0.02
H 6.42 -4.42 -0.80
H 6.60 -3.85 0.85
H 7.76 -3.33 -0.45
H 5.92 -2.20 -1.71
H 3.92 -1.61 -0.12
H 4.19 -3.16 0.54
H 1.99 -3.37 -0.39
H 1.72 -3.74 -2.03
H 2.14 -2.09 -1.71
H 5.83 -0.36 -0.16
H 6.41 -1.31 0.99
C -0.61 0.82 4.05
C -0.62 2.25 4.52
C -2.01 2.85 4.64
O -2.63 3.15 3.42
C -3.45 2.11 2.87
N 0.13 2.41 5.77
H -1.01 0.58 3.06
H -1.16 0.19 4.75
H 0.37 0.33 4.04
H -0.09 2.87 3.79
H -1.91 3.79 5.20
H -2.59 2.26 5.37
H -3.74 2.25 1.84
H -4.32 2.03 3.53
H -2.96 1.15 3.00
H 0.88 1.74 5.80
H 0.57 3.32 5.82
C 3.68 0.69 -2.37
C 4.26 1.86 -1.55
C 3.17 2.94 -1.35
O 3.76 4.03 -0.70
C 2.95 5.14 -0.44
N 4.70 1.31 -0.28
H 4.37 -0.15 -2.33
H 3.46 0.89 -3.42
H 2.83 0.31 -1.80
H 5.06 2.31 -2.13
H 2.33 2.53 -0.78
H 2.72 3.13 -2.34
H 2.67 5.60 -1.40
H 3.55 5.93 0.02
H 2.10 4.86 0.19
H 5.07 2.08 0.29
H 3.92 0.96 0.27
C -1.35 -4.22 -2.39
C -2.63 -4.52 -1.61
C -2.35 -5.45 -0.42
O -1.54 -6.58 -0.80
C -2.22 -7.49 -1.63
N -3.10 -3.22 -1.17
H -1.52 -3.59 -3.26
H -0.90 -5.09 -2.89
H -0.54 -3.78 -1.81
H -3.32 -5.04 -2.28
H -3.28 -5.87 -0.02
H -1.83 -4.97 0.41
H -1.60 -8.35 -1.90
H -2.59 -7.06 -2.56
H -3.07 -7.93 -1.10
H -3.99 -3.25 -0.69
H -2.42 -2.68 -0.65
```

Atom charges from the Löwdin analysis, given in e for atoms 1 to 5: atom 1 (C): -0.67, atom 2 (F): 0.12, atom 3 (F): 0.14, atom 4 (F): 0.16, atom 5 (S): 0.54

(4)
C24H67F6N3O11P | ωB97M-V/def2-TZVPD

Results
gap between HOMO and LUMO	9.1	eV
HOMO energy	-0.2410	Ha
LUMO level	2.520	eV
charge	-1
largest force on an atom	1.602	eV Å⁻¹
multiplicity	1
relative energy (zero: lowest compared OMol25 entry of this formula, charge and spin)	6.9	kcal per mole

```
112
C24H67F6N3O11P, DFT ωB97M-V/def2-TZVPD
P 10.08 -13.10 -0.16
F 9.07 -12.78 1.04
F 8.81 -13.02 -1.19
F 10.38 -11.52 -0.42
F 11.08 -13.33 -1.45
F 11.29 -13.25 0.90
F 9.79 -14.69 -0.10
C 10.16 -12.88 4.40
O 10.08 -14.28 4.37
C 8.79 -14.67 4.79
C 8.67 -16.21 4.72
N 9.87 -17.01 5.00
C 10.06 -17.19 6.45
C 10.81 -16.11 7.21
O 11.83 -15.57 6.41
C 12.44 -14.46 7.03
H 11.10 -12.52 3.99
H 10.11 -12.52 5.44
H 9.36 -12.41 3.82
H 8.06 -14.28 4.07
H 8.58 -14.29 5.80
H 8.37 -16.42 3.69
H 7.80 -16.50 5.33
H 9.62 -17.94 4.69
H 10.66 -18.10 6.54
H 9.11 -17.46 6.95
H 11.23 -16.60 8.09
H 10.15 -15.28 7.51
H 12.57 -14.59 8.11
H 11.79 -13.59 6.89
H 13.43 -14.39 6.59
C 7.73 -7.80 2.07
O 7.28 -9.10 1.70
C 7.37 -9.32 0.29
C 6.59 -10.58 -0.02
N 5.18 -10.40 0.26
C 4.46 -11.67 0.08
C 2.98 -11.61 0.39
O 2.74 -11.54 1.78
C 1.39 -11.69 2.13
H 7.54 -7.65 3.12
H 7.18 -7.07 1.48
H 8.79 -7.75 1.81
H 8.42 -9.36 0.01
H 6.93 -8.48 -0.25
H 7.09 -11.34 0.60
H 6.78 -10.86 -1.06
H 5.03 -10.25 1.26
H 4.89 -12.51 0.64
H 4.56 -12.01 -0.96
H 2.47 -12.46 -0.09
H 2.52 -10.72 -0.04
H 0.74 -10.95 1.66
H 1.29 -11.68 3.21
H 1.05 -12.67 1.77
C 11.28 -9.46 2.36
O 12.57 -9.14 1.86
C 13.27 -10.31 1.46
C 14.57 -9.96 0.77
N 15.47 -9.33 1.73
C 16.61 -8.70 1.08
C 17.47 -7.94 2.07
O 16.91 -6.69 2.40
C 17.64 -5.94 3.36
H 11.31 -10.35 2.99
H 10.63 -9.68 1.51
H 10.89 -8.59 2.88
H 12.63 -10.82 0.73
H 13.44 -10.99 2.30
H 14.34 -9.23 -0.02
H 15.00 -10.86 0.33
H 14.94 -8.59 2.19
H 16.36 -7.99 0.27
H 17.21 -9.49 0.62
H 18.48 -7.80 1.66
H 17.57 -8.53 2.99
H 18.68 -5.76 3.05
H 17.66 -6.58 4.25
H 17.12 -5.01 3.54
C 11.83 -15.34 -4.01
O 11.07 -15.74 -2.88
H 12.83 -14.99 -3.71
H 12.01 -16.19 -4.66
H 11.22 -14.58 -4.51
H 10.84 -14.95 -2.36
C 13.61 -14.72 2.39
O 12.93 -14.52 3.61
H 14.48 -15.37 2.53
H 13.03 -15.24 1.62
H 14.00 -13.80 1.95
H 13.27 -13.69 3.96
C 9.75 -10.57 -3.55
O 8.83 -10.29 -2.52
H 10.76 -10.49 -3.14
H 9.63 -11.57 -3.99
H 9.57 -9.84 -4.33
H 8.88 -11.00 -1.87
C 13.53 -11.64 -2.30
O 14.81 -11.73 -2.93
H 12.74 -11.82 -3.02
H 13.52 -12.35 -1.47
H 13.37 -10.67 -1.82
H 14.86 -12.53 -3.46
C 11.31 -17.60 0.45
C 10.31 -17.14 1.50
O 10.72 -15.99 2.19
H 12.13 -18.14 0.94
H 11.76 -16.83 -0.17
H 10.83 -18.39 -0.13
H 10.13 -17.96 2.20
H 9.31 -17.05 1.04
H 10.67 -15.21 1.62
```

Atom charges from the Löwdin analysis, given in e for atoms 1 to 5: atom 1 (P): 0.22, atom 2 (F): -0.13, atom 3 (F): -0.17, atom 4 (F): -0.17, atom 5 (F): -0.18